{"formula": "C21H27F4N2Ru", "method": "ωB97M-V with the def2-TZVPD basis set", "energy_ev": -38616.807, "homo_energy_ha": [-0.7098, -0.7095], "max_force_ha_per_bohr": 0.028, "charge": 3, "species": ["Ru", "C", "C", "C", "C", "C", "C", "C", "C", "C", "H", "H", "H", "H", "H", "H", "H", "H", "H", "H", "H", "H", "C", "C", "N", "C", "C", "C", "C", "N", "C", "C", "F", "C", "F", "C", "C", "F", "C", "F", "H", "H", "H", "H", "H", "H", "H", "H", "H", "H", "H", "H", "H", "H", "H"], "coordinates": [[-0.457, -0.011, -0.199], [-3.916, -0.520, -1.208], [-2.885, 0.006, -0.263], [-2.371, 1.328, -0.427], [-1.600, 1.969, 0.546], [-1.286, 3.433, 0.495], [-1.118, 1.159, 1.592], [-1.568, -0.174, 1.798], [-1.159, -0.934, 3.017], [-2.448, -0.730, 0.834], [-3.733, -0.218, -2.239], [-4.873, -0.078, -0.911], [-4.020, -1.601, -1.145], [-2.667, 1.887, -1.309], [-1.145, 3.793, -0.522], [-0.423, 3.681, 1.109], [-2.144, 3.964, 0.915], [-0.440, 1.590, 2.322], [-1.869, -0.690, 3.815], [-0.167, -0.643, 3.362], [-1.201, -2.010, 2.861], [-2.796, -1.746, 0.975], [-1.096, -1.301, -2.506], [0.035, -2.214, -2.108], [0.468, -1.882, -0.708], [0.053, -2.961, 0.282], [0.727, -4.310, 0.126], [1.934, -1.663, -0.687], [2.266, -0.735, 0.443], [1.418, 0.457, 0.140], [1.989, 1.658, 0.153], [1.545, 2.689, -0.752], [0.625, 2.390, -1.675], [2.182, 3.907, -0.798], [1.808, 4.806, -1.680], [3.247, 4.191, 0.065], [3.699, 3.236, 0.971], [4.674, 3.518, 1.795], [3.111, 1.986, 1.014], [3.494, 1.120, 1.923], [-1.310, -1.381, -3.572], [-0.831, -0.221, -2.364], [-2.011, -1.537, -1.973], [0.895, -2.055, -2.757], [-0.236, -3.267, -2.176], [-1.028, -3.053, 0.146], [0.227, -2.552, 1.282], [0.510, -4.793, -0.825], [0.343, -4.962, 0.911], [1.807, -4.274, 0.257], [2.219, -1.187, -1.629], [2.483, -2.602, -0.613], [3.331, -0.498, 0.456], [1.976, -1.132, 1.420], [3.730, 5.163, 0.020]]}



{"formula": "C21H27FN4O2", "method": "ωB97M-V with the def2-TZVPD basis set", "energy_ev": -34970.143, "homo_energy_ha": -0.3183, "relative_energy_kj_mol": 1912.0, "max_force_ha_per_bohr": 0.307, "species": ["C", "H", "H", "H", "C", "N", "C", "O", "C", "C", "N", "C", "O", "C", "C", "H", "H", "H", "H", "C", "H", "H", "C", "C", "C", "C", "C", "C", "C", "H", "H", "H", "F", "H", "H", "H", "H", "H", "H", "C", "H", "H", "C", "N", "C", "C", "C", "N", "H", "H", "H", "H", "H", "H", "H"], "coordinates": [[-1.605, 1.925, 1.673], [-2.497, 2.148, 1.013], [-1.650, 2.548, 2.497], [-0.744, 2.505, 1.178], [-1.311, 0.697, 2.065], [-0.113, 0.253, 2.798], [0.985, -0.317, 2.363], [2.208, -0.217, 3.027], [1.355, -0.535, 0.834], [1.596, 0.713, -0.046], [1.874, 0.194, -1.482], [2.582, -0.785, -1.738], [2.350, -1.027, -2.850], [3.252, -1.435, -0.726], [2.416, -1.541, 0.622], [2.917, -1.780, 1.517], [1.713, -2.580, 0.531], [3.929, -0.722, -0.369], [3.770, -2.248, -1.134], [0.842, 0.862, -2.408], [0.960, 2.122, -2.149], [1.292, 0.565, -3.353], [-0.532, 0.389, -2.389], [-1.462, 0.994, -3.368], [-1.924, 2.399, -3.058], [-2.924, 2.958, -4.088], [-3.047, 2.599, -5.246], [-1.995, 1.387, -5.761], [-1.459, 0.652, -4.625], [-0.867, -0.121, -4.982], [-1.985, 1.072, -6.735], [-3.425, 3.138, -6.000], [-3.666, 3.971, -3.710], [-2.318, 2.705, -1.924], [-0.626, -0.578, -2.452], [-0.880, 0.573, -1.475], [0.988, 1.601, 0.091], [2.463, 0.832, 0.262], [0.347, -1.010, 0.403], [-0.060, 0.271, 4.175], [-0.934, 1.256, 4.322], [0.833, 0.337, 4.572], [-0.751, -0.856, 4.919], [-0.188, -1.973, 4.443], [1.149, -2.603, 4.889], [1.236, -3.521, 3.859], [0.195, -3.514, 2.952], [-0.681, -2.480, 3.166], [0.306, -4.142, 2.079], [2.194, -4.445, 4.100], [1.575, -2.217, 5.667], [-0.559, -0.708, 5.872], [-1.744, -0.771, 4.404], [-1.345, -0.046, 0.982], [-2.236, 0.031, 2.444]]}



{"formula": "C21H27MgN6O4S4", "method": "ωB97M-V with the def2-TZVPD basis set", "energy_ev": -88137.275, "homo_energy_ha": -0.1867, "relative_energy_kj_mol": 0.0, "max_force_ha_per_bohr": 0.042, "charge": -1, "species": ["Mg", "N", "C", "C", "N", "C", "C", "N", "H", "H", "H", "H", "H", "H", "H", "H", "H", "H", "H", "H", "H", "C", "C", "C", "C", "C", "C", "C", "S", "O", "O", "N", "C", "C", "O", "O", "H", "H", "H", "H", "H", "H", "H", "H", "H", "S", "C", "S", "C", "N", "N", "C", "C", "C", "C", "C", "C", "S", "H", "H", "H", "H", "H"], "coordinates": [[0.321, 1.526, -1.026], [1.702, 1.805, 0.601], [0.815, 1.192, 1.625], [0.711, -0.280, 1.296], [0.689, -0.486, -0.196], [-0.333, -1.404, -0.692], [-1.653, -0.705, -0.943], [-1.489, 0.443, -1.826], [1.846, 2.783, 0.761], [2.643, 1.365, 0.561], [1.253, 1.265, 2.620], [-0.127, 1.697, 1.603], [1.537, -0.859, 1.717], [-0.223, -0.688, 1.732], [1.586, -0.836, -0.536], [0.083, -1.847, -1.578], [-0.532, -2.221, -0.019], [-2.425, -1.376, -1.319], [-1.959, -0.346, 0.031], [-1.599, 0.137, -2.816], [-2.348, 1.005, -1.687], [-6.545, 3.239, -3.959], [-5.383, 3.284, -2.953], [-4.386, 4.213, -3.037], [-3.439, 4.335, -2.030], [-3.353, 3.438, -0.950], [-4.340, 2.445, -0.905], [-5.333, 2.417, -1.876], [-2.095, 3.549, 0.287], [-2.401, 2.364, 1.025], [-2.214, 4.822, 0.937], [-0.682, 3.342, -0.345], [-0.096, 4.346, -1.197], [0.942, 3.841, -2.225], [1.650, 4.684, -2.755], [0.901, 2.615, -2.570], [-6.621, 4.213, -4.473], [-7.488, 2.996, -3.479], [-6.376, 2.514, -4.742], [-4.375, 4.924, -3.911], [-2.788, 5.155, -2.140], [-4.315, 1.676, -0.118], [-6.114, 1.699, -1.787], [0.379, 5.180, -0.611], [-0.891, 4.788, -1.782], [6.595, -3.228, 4.055], [5.673, -3.005, 2.656], [5.936, -1.777, 1.492], [4.414, -2.015, 0.738], [3.800, -3.026, 1.236], [4.576, -3.679, 2.184], [4.095, -4.961, 2.621], [5.031, -5.890, 3.035], [4.634, -7.139, 3.448], [3.313, -7.495, 3.405], [2.361, -6.573, 2.950], [2.743, -5.312, 2.593], [3.929, -0.936, -0.467], [6.076, -5.507, 3.100], [5.366, -7.824, 3.793], [3.020, -8.495, 3.675], [1.289, -6.866, 2.868], [2.013, -4.523, 2.306]]}



{"formula": "C21H27MnN3O2", "method": "ωB97M-V with the def2-TZVPD basis set", "energy_ev": -62103.320, "homo_energy_ha": [-0.2442, -0.2723], "multiplicity": 6, "max_force_ha_per_bohr": 0.010, "species": ["Mn", "C", "C", "C", "C", "C", "C", "C", "C", "C", "C", "H", "H", "H", "H", "H", "H", "H", "H", "H", "H", "H", "H", "H", "H", "H", "N", "C", "C", "C", "C", "C", "C", "H", "H", "H", "H", "H", "H", "H", "C", "N", "C", "C", "C", "O", "N", "C", "O", "H", "H", "H", "H", "H"], "coordinates": [[-0.047, -0.395, -0.059], [-0.833, -0.338, 2.245], [-1.126, 0.945, 1.715], [-2.072, 0.781, 0.676], [-2.367, -0.597, 0.561], [-1.596, -1.293, 1.522], [-1.696, -2.747, 1.883], [-3.395, -1.183, -0.363], [-2.734, 1.895, -0.088], [-0.702, 2.277, 2.272], [-0.039, -0.651, 3.484], [-0.721, -3.186, 2.111], [-2.130, -3.334, 1.074], [-2.323, -2.889, 2.768], [-3.294, -0.801, -1.382], [-4.407, -0.942, -0.025], [-3.315, -2.269, -0.415], [-2.129, 2.259, -0.926], [-2.933, 2.746, 0.567], [-3.691, 1.565, -0.496], [-0.387, 2.973, 1.489], [0.124, 2.183, 2.980], [-1.530, 2.754, 2.805], [-0.679, -1.096, 4.252], [0.401, 0.249, 3.916], [0.776, -1.363, 3.313], [2.137, 0.229, 0.356], [2.890, -0.982, 0.164], [2.480, -2.140, 0.809], [3.154, -3.331, 0.588], [4.232, -3.373, -0.287], [4.632, -2.214, -0.936], [3.966, -1.017, -0.708], [2.529, 1.005, -0.161], [2.088, 0.482, 1.338], [1.624, -2.117, 1.474], [2.823, -4.231, 1.089], [4.750, -4.306, -0.467], [5.469, -2.236, -1.622], [4.280, -0.111, -1.215], [-0.271, 1.594, -5.505], [-0.174, 0.565, -4.478], [-0.063, -0.757, -4.793], [0.008, -1.722, -3.859], [-0.050, -1.300, -2.485], [-0.002, -2.086, -1.500], [-0.152, 0.016, -2.193], [-0.223, 0.993, -3.140], [-0.327, 2.186, -2.903], [-0.214, 1.114, -6.479], [0.541, 2.311, -5.400], [-1.209, 2.138, -5.415], [-0.032, -0.979, -5.851], [0.099, -2.766, -4.112]]}